Record 1
C20H14FN3O6 | ωB97M-V with the def2-TZVPD basis set

Results
- Energy above the lowest of the compared OMol25 structures with the same formula, charge and spin: 0.000 eV
- Lowest unoccupied orbital energy: -0.0400 hartree
- E_tot: -1485.92786 Eh
- Gap between HOMO and LUMO: 0.30923 Eh

Positions of all 44 atoms, in Å:
O  3.7536  -1.1426  1.8663
C  3.2593  -0.1124  1.5460
N  3.9689  1.0798  1.1455
C  3.0952  2.1919  1.4496
O  3.4408  3.2732  1.7839
C  1.6999  1.6192  1.3349
C  0.4789  2.2467  1.1872
C  -0.6316  1.4141  1.1506
F  -1.8476  1.9807  0.9992
C  -0.5480  0.0408  1.2751
C  0.6862  -0.5821  1.3952
C  1.7953  0.2470  1.4226
H  3.8499  0.9980  0.1201
H  0.4155  3.3217  1.1038
H  -1.4566  -0.5442  1.2673
H  0.7961  -1.6502  1.4992
O  3.1196  0.2663  -1.8795
N  3.2289  1.4577  -2.0901
O  3.4301  2.2826  -1.2108
C  3.1105  1.9352  -3.4684
C  2.8473  1.0218  -4.4737
C  2.7158  1.4815  -5.7730
C  2.8515  2.8363  -6.0491
C  3.1243  3.7364  -5.0270
C  3.2551  3.2871  -3.7238
H  2.7429  -0.0304  -4.2537
H  2.5048  0.7832  -6.5707
H  2.7432  3.1920  -7.0651
H  3.2322  4.7896  -5.2453
H  3.4649  3.9829  -2.9247
O  -2.8436  -3.4867  0.3152
N  -2.7283  -3.5152  1.5243
O  -1.6789  -3.6796  2.1140
C  -3.9447  -3.3341  2.3317
C  -5.1592  -3.1732  1.6904
C  -6.3044  -3.0227  2.4553
C  -6.2218  -3.0311  3.8416
C  -4.9919  -3.1854  4.4677
C  -3.8418  -3.3391  3.7107
H  -5.2182  -3.1670  0.6122
H  -7.2626  -2.9011  1.9694
H  -7.1189  -2.9181  4.4359
H  -4.9290  -3.1890  5.5470
H  -2.8835  -3.4619  4.1929

Cartesian forces, eV/Å:
0.2 -0.5 0.0
-1.1 0.7 -0.3
0.7 -0.3 0.2
-0.8 -1.3 -0.3
0.1 0.7 -0.1
-0.1 0.4 0.2
0.0 0.0 0.1
0.2 0.6 0.0
0.1 -0.2 0.0
-0.2 -0.6 -0.1
0.1 0.6 0.3
0.4 -0.7 0.3
0.9 0.3 0.4
-0.2 0.0 0.0
-0.1 0.0 -0.1
-0.1 -0.1 0.0
0.0 0.0 0.0
0.0 0.1 0.0
-0.1 0.1 -0.7
0.0 0.1 -0.2
0.0 -0.2 -0.1
0.0 0.1 0.0
0.0 0.0 0.0
0.0 -0.1 -0.1
0.0 0.2 0.1
0.0 0.0 0.1
0.0 0.0 0.0
0.0 0.0 0.0
0.0 0.0 0.0
0.0 -0.1 0.1
0.0 0.0 0.0
0.1 0.0 -0.1
0.0 0.0 0.0
-0.2 0.0 0.1
-0.1 0.0 -0.2
0.0 0.0 0.1
0.0 0.0 0.0
-0.1 0.0 -0.1
0.1 0.0 0.2
0.1 0.0 0.0
0.0 0.0 0.0
0.0 0.0 0.0
0.0 0.0 0.0
0.1 0.0 -0.1

---

Record 2
C20H15Cl2FeN5S3 | ωB97M-V with the def2-TZVPD basis set

Results
- Energy above the lowest of the compared OMol25 structures with the same formula, charge and spin: 0.361 eV
- Lowest unoccupied orbital energy: -0.0298 hartree
- E_tot: -4423.58298 Eh
- Gap between HOMO and LUMO: 0.23280 Eh

Positions of all 46 atoms, in Å:
Fe  0.4110  -0.5979  -0.5353
C  3.8256  -0.9845  -4.3387
S  2.2931  -0.1160  -4.7120
C  1.3281  -0.4560  -3.2997
S  1.8123  -1.5867  -2.0767
N  0.1745  0.1620  -3.2724
N  -0.4995  -0.2359  -2.1628
C  -1.7437  -0.5478  -2.2452
C  -2.1989  -1.4108  -1.1696
C  -3.5106  -1.8489  -1.0176
C  -3.7967  -2.7963  -0.0539
C  -2.7641  -3.2908  0.7323
C  -1.4890  -2.7904  0.5405
N  -1.2001  -1.8672  -0.3736
H  4.4917  -0.7629  -5.1714
H  3.6629  -2.0573  -4.2781
H  4.2559  -0.6189  -3.4103
H  -2.3197  -0.3792  -3.1482
H  -4.2814  -1.4499  -1.6633
H  -4.8084  -3.1566  0.0770
H  -2.9374  -4.0540  1.4774
H  -0.6586  -3.1409  1.1420
Cl  1.5676  -1.2555  1.4066
C  2.4465  0.1933  1.8824
C  3.0583  0.1651  3.1219
C  3.7800  1.2690  3.5366
C  3.8749  2.3700  2.6977
C  3.2565  2.3629  1.4620
Cl  3.4165  3.7666  0.4620
C  2.5066  1.2658  0.9894
S  1.7687  1.2776  -0.5798
H  2.9696  -0.7139  3.7463
H  4.2666  1.2729  4.5018
H  4.4335  3.2464  2.9961
N  -3.4855  4.3074  -0.7587
C  -3.0397  3.4108  -0.1966
C  -2.5134  2.2830  0.5178
C  -3.1617  1.7921  1.6454
C  -2.6091  0.7085  2.2977
C  -1.4610  0.1350  1.7812
N  -0.8450  0.5819  0.6834
C  -1.3515  1.6583  0.0774
H  -4.0687  2.2631  1.9995
H  -3.0599  0.3049  3.1928
H  -0.9994  -0.7144  2.2676
H  -0.7973  2.0361  -0.7712

Cartesian forces, eV/Å:
-0.1 0.1 0.4
0.0 0.0 0.0
0.0 0.0 0.0
0.2 -0.3 0.3
0.1 0.0 -0.3
-0.1 0.2 -0.2
-0.2 0.0 0.1
0.1 0.0 -0.2
0.0 -0.1 0.2
0.0 0.1 -0.1
0.0 0.0 0.1
-0.1 0.0 0.0
0.1 0.0 0.0
0.0 0.0 -0.2
0.0 0.0 0.0
0.0 0.0 0.0
0.0 0.0 0.0
0.0 0.0 0.0
0.0 0.0 0.0
0.0 0.0 0.0
0.0 0.0 0.0
0.0 0.0 0.0
0.0 -0.1 -0.1
0.1 0.2 0.1
0.0 -0.1 0.0
0.0 0.0 0.0
0.0 0.0 0.0
0.0 -0.1 0.1
0.0 0.0 0.0
-0.1 0.0 -0.1
0.1 -0.1 -0.1
0.0 0.0 0.0
0.0 0.0 0.0
0.0 0.0 0.0
0.0 0.0 0.0
0.0 0.1 0.0
0.1 -0.1 0.1
0.0 0.1 0.0
0.0 0.0 0.1
0.2 0.1 0.1
-0.5 0.0 -0.3
0.1 0.1 0.1
0.0 0.0 0.0
0.0 0.0 0.0
0.0 0.0 0.0
0.0 0.0 0.0

---

Record 3
C20H15Cl2IrN7O3S | ωB97M-V with the def2-TZVPD basis set

Results
- Net charge: +2
- Multiplicity: 2
- Energy above the lowest of the compared OMol25 structures with the same formula, charge and spin: 3.606 eV
- Lowest unoccupied orbital energy (spin up / spin down): -0.2861 / -0.3129 hartree
- Expectation value of S²: 0.783
- E_tot: -2802.46940 Eh
- Gap between HOMO and LUMO (spin up / spin down): 0.19388 / 0.16678 Eh

Positions of all 49 atoms, in Å:
Ir  -0.8443  0.1400  0.2843
Cl  4.7944  -3.5188  3.4574
C  3.4437  -3.0768  2.5258
C  2.8421  -1.8443  2.7168
C  1.7686  -1.4451  1.9463
N  1.1961  -0.1516  2.1352
C  2.0245  1.0224  2.1632
O  3.1014  1.0416  2.6611
C  1.4499  2.1906  1.4311
C  2.0271  3.4220  1.7043
C  1.6347  4.5385  0.9842
C  0.6779  4.3770  -0.0030
C  0.1390  3.1187  -0.2100
N  0.5002  2.0381  0.4836
C  1.2489  -2.2567  0.9110
C  1.8069  -3.5408  0.8132
C  2.8915  -3.9394  1.5735
Cl  3.5594  -5.4915  1.3354
N  0.2849  -1.7471  0.0378
C  -0.1651  -2.4633  -1.0465
O  0.1601  -3.5865  -1.3479
C  -1.1309  -1.7399  -1.9296
C  -1.7445  -2.4397  -2.9544
C  -2.6202  -1.7716  -3.7955
C  -2.8213  -0.4115  -3.6001
C  -2.1749  0.2117  -2.5506
N  -1.3597  -0.4471  -1.7221
H  3.2354  -1.1988  3.4850
H  2.7816  3.4814  2.4756
H  2.0715  5.5058  1.1905
H  0.3535  5.2091  -0.6112
H  -0.5948  2.9730  -0.9934
H  1.4015  -4.2409  0.1081
H  -1.5087  -3.4871  -3.0774
H  -3.1181  -2.2967  -4.5992
H  -3.4704  0.1640  -4.2442
H  -2.3053  1.2723  -2.3763
N  -2.8214  1.5476  0.7002
N  -4.0394  0.8887  0.5150
C  -4.1337  -0.4377  0.6738
N  -5.3312  -0.9967  0.6056
S  -2.7768  -1.4162  0.9515
H  -2.6567  1.7544  1.6851
H  -2.8490  2.4225  0.1870
H  -4.8823  1.4474  0.5108
H  -6.1827  -0.4684  0.4852
H  -5.4157  -1.9949  0.7250
O  -0.7396  0.9676  2.6680
C  -0.1365  -0.0052  2.2951

Cartesian forces, eV/Å:
-3.1 -3.0 0.0
0.2 0.0 0.2
-0.5 -0.1 -0.4
0.0 0.0 0.3
0.1 -0.9 -1.0
-0.1 -0.3 1.5
-0.2 0.0 0.2
0.0 0.0 -0.1
0.1 0.6 -0.3
-0.1 -0.1 0.0
-0.1 0.0 0.0
0.1 0.0 0.1
-0.1 0.1 -0.3
0.0 -1.0 -0.4
0.9 0.1 0.8
-0.3 0.1 -0.3
0.2 0.4 0.5
0.0 -0.2 -0.1
-1.3 1.8 -0.4
0.3 0.3 0.5
-0.1 -0.2 -0.1
0.0 -0.4 -0.3
0.0 0.1 -0.2
0.1 0.0 0.1
0.1 0.0 0.1
-0.2 0.4 -0.1
0.2 0.7 0.9
0.0 0.1 0.0
0.0 0.0 0.0
0.0 0.0 0.0
0.0 0.0 0.0
0.0 -0.1 0.0
0.1 0.0 -0.1
0.0 0.0 0.1
0.0 0.0 0.0
0.0 0.0 0.0
0.0 0.0 0.1
1.4 -0.1 -0.1
-0.3 0.0 -0.2
0.0 0.0 -0.2
0.0 0.1 0.1
1.7 0.5 -0.6
-0.2 0.1 0.1
0.0 0.0 -0.1
0.1 0.1 0.0
0.0 0.0 0.1
0.0 0.0 0.0
-0.1 -0.4 0.8
1.1 1.5 -1.3

---

Record 4
C20H15Co2NO9 | ωB97M-V with the def2-TZVPD basis set

Results
- Net charge: -2
- Energy above the lowest of the compared OMol25 structures with the same formula, charge and spin: 0.517 eV
- Lowest unoccupied orbital energy: 0.1799 hartree
- E_tot: -4268.48028 Eh
- Gap between HOMO and LUMO: 0.17088 Eh

Positions of all 47 atoms, in Å:
C  3.5989  2.7259  1.1440
C  2.2099  2.4554  1.6706
O  1.3447  2.1389  0.5472
C  0.0185  2.2105  0.8998
N  -0.7603  1.7960  -0.1590
C  -2.0807  2.1935  -0.0580
C  -2.5213  3.1477  -1.1644
O  -2.9029  1.8771  0.7997
O  -0.3254  2.6174  2.0073
H  4.3035  2.7567  1.9807
H  3.9119  1.9382  0.4478
H  3.6412  3.7055  0.6484
H  2.1985  1.5788  2.3371
H  1.8124  3.3179  2.2251
H  -1.7054  3.4427  -1.8305
H  -3.3298  2.6856  -1.7437
H  -2.9318  4.0347  -0.6690
O  2.0666  -1.2506  2.2540
C  1.3246  -1.9818  1.7478
Co  0.1679  -3.0860  0.9941
C  1.2736  -4.1260  -0.0092
O  2.2315  -4.6239  -0.4309
C  0.1051  -4.1804  2.4076
O  0.2222  -4.8114  3.3707
C  -1.4392  -2.8277  0.2308
C  -0.5531  -1.8263  -0.0839
C  -0.2535  -0.7026  -0.7698
C  0.5768  -0.8021  -1.9371
C  1.2871  0.3291  -2.4275
C  2.0838  0.2416  -3.5617
C  2.2176  -0.9837  -4.2411
C  1.5178  -2.1049  -3.7807
C  0.7214  -2.0205  -2.6444
Co  -1.2131  -4.7079  -0.3539
C  -1.4546  -5.8883  0.9135
O  -1.6678  -6.7509  1.6596
C  -2.7511  -4.7062  -1.1294
O  -3.7673  -4.6847  -1.6728
C  -0.3951  -5.6246  -1.6044
O  0.1125  -6.2566  -2.4234
H  -2.4625  -2.6316  0.5678
H  -0.5935  0.3610  -0.4738
H  1.1991  1.2594  -1.8609
H  2.6210  1.1197  -3.9262
H  2.8376  -1.0613  -5.1362
H  1.5756  -3.0589  -4.3054
H  0.1607  -2.8900  -2.2877

Cartesian forces, eV/Å:
0.1 0.1 -0.1
-0.4 -0.5 -0.3
0.6 0.5 1.1
-1.5 -0.8 -1.0
0.4 2.8 1.7
-0.2 -0.2 0.6
-0.2 0.0 -0.2
0.6 0.1 -0.7
0.3 0.1 -0.3
0.0 0.0 0.0
0.0 0.2 0.1
0.0 -0.3 -0.1
0.1 0.3 -0.1
0.1 -0.3 -0.2
-0.1 -0.2 0.2
0.1 0.1 0.0
0.0 -0.1 -0.1
-1.1 -1.2 -0.8
0.9 1.7 0.6
3.9 -2.9 0.4
1.0 -0.1 0.3
-1.1 0.3 0.1
0.0 -0.7 2.0
-0.2 0.6 -1.1
-3.4 1.7 0.8
-1.5 0.0 -1.8
0.6 -0.2 -0.9
1.0 0.4 0.9
0.1 0.2 -0.3
-0.3 -0.3 0.2
0.0 -0.1 -0.2
0.0 0.3 0.2
0.0 -0.1 -0.1
0.4 -0.4 -0.3
-0.8 -1.5 1.4
0.3 0.7 -0.7
-0.6 0.9 -0.3
0.3 -0.3 0.2
1.1 0.5 -0.9
-0.4 -0.2 0.2
0.4 0.0 0.3
-0.4 -1.4 -0.6
0.0 -0.3 -0.3
-0.1 -0.2 0.1
-0.1 0.1 0.2
0.1 0.2 0.0
0.2 0.2 -0.2

---

Record 5
C20H15I2N3O4S5Ta | ωB97M-V with the def2-TZVPD basis set

Results
- Net charge: +1
- Energy above the lowest of the compared OMol25 structures with the same formula, charge and spin: 0.274 eV
- Lowest unoccupied orbital energy: -0.1753 hartree
- E_tot: -3879.70732 Eh
- Gap between HOMO and LUMO: 0.22785 Eh

Positions of all 50 atoms, in Å:
Ta  0.0257  -0.1252  1.0196
I  5.0363  0.9283  0.9463
C  3.9178  0.3320  2.5697
C  4.5318  0.1183  3.8345
C  3.8206  -0.2728  4.9341
I  4.8175  -0.5370  6.7401
C  2.4145  -0.5034  4.8421
C  1.5498  -0.9205  5.8699
C  0.2169  -1.1119  5.5964
C  -0.2666  -0.9126  4.2993
N  0.5146  -0.5194  3.3060
C  1.8223  -0.3018  3.5860
C  2.5719  0.1423  2.4844
O  1.8075  0.3173  1.3806
H  5.5982  0.2790  3.9145
H  1.9389  -1.0873  6.8657
H  -0.4702  -1.4279  6.3674
H  -1.3078  -1.0817  4.0602
S  -6.3464  0.2846  -0.9907
C  -4.9670  0.1478  -0.1570
S  -4.1027  1.5100  0.5177
C  -2.7600  0.6039  1.1560
C  -2.7761  -0.7404  0.9712
S  -1.5316  -1.8606  1.5170
S  -4.1416  -1.3788  0.0937
S  -1.4316  1.4819  1.8910
C  -2.7147  -0.9956  -3.6326
C  -2.0048  0.2475  -4.1460
C  -0.6551  0.5085  -3.4492
C  -0.0031  1.7955  -4.0168
C  1.3420  2.1359  -3.3921
C  0.2764  -0.6519  -3.7638
O  0.5291  -1.0072  -4.8784
N  0.8741  -1.3218  -2.6773
C  0.6544  -1.0085  -1.3916
O  1.1685  -1.6112  -0.4264
N  -0.1695  0.0120  -1.0406
C  -0.9093  0.7514  -1.9688
O  -1.6845  1.5857  -1.5763
H  -3.6599  -1.1427  -4.1529
H  -2.9448  -0.9168  -2.5670
H  -2.1181  -1.8976  -3.7899
H  -2.6210  1.1339  -3.9929
H  -1.8029  0.1616  -5.2139
H  -0.7167  2.6047  -3.8581
H  0.1008  1.6475  -5.0922
H  1.2589  2.3072  -2.3155
H  1.7458  3.0475  -3.8293
H  2.0798  1.3471  -3.5593
H  1.4923  -2.0967  -2.8847

Cartesian forces, eV/Å:
-0.6 -0.9 0.8
0.0 0.0 -0.1
-0.2 0.0 0.3
0.1 0.0 0.0
0.0 0.0 0.0
0.0 0.0 0.0
0.0 0.0 -0.1
0.0 0.0 0.0
0.0 0.0 0.0
0.1 0.0 0.1
-0.1 -0.3 0.0
0.3 0.0 0.1
0.0 -0.1 -0.1
0.6 0.5 -0.3
0.0 0.0 0.0
0.0 0.0 0.0
0.0 0.0 0.0
0.0 0.0 0.0
0.0 0.0 0.1
0.1 0.1 -0.2
-0.1 -0.1 0.0
0.2 0.2 0.0
0.2 -0.4 0.0
-0.2 0.1 -0.2
0.0 0.1 0.0
0.0 0.3 -0.2
0.0 0.0 0.0
0.0 0.0 0.0
0.0 0.0 0.0
-0.1 0.0 0.0
0.1 0.0 0.0
0.0 0.0 0.0
0.0 0.0 0.0
0.0 0.0 0.0
0.1 -0.1 -0.1
-0.2 0.1 0.3
-0.2 0.3 -0.3
0.0 0.3 -0.1
0.1 -0.1 -0.1
0.0 0.0 0.0
0.0 0.0 0.0
0.0 0.0 0.0
0.0 0.0 0.0
0.0 0.0 0.0
0.0 0.0 0.0
0.0 0.0 0.0
0.0 0.0 0.0
0.0 0.0 0.0
0.0 0.0 0.0
0.0 0.0 0.0